(1)
The following is a quantum chemistry calculation of a 10-piece molecular cluster, C20H60O10S8 overall in a non-equilibrium geometry, from the Open Molecules 2025 dataset.

```
98
Properties=species:S:1:pos:R:3:forces:R:3:lowdin_charge:R:1
C 3.451 -1.975 -1.903 -2.805 -2.290 3.287 -0.09
C 4.389 -3.240 -1.767 -0.312 5.339 5.167 -0.36
O 3.620 -4.241 -1.261 -0.583 -1.057 0.199 -0.05
H 2.406 -2.601 -2.279 2.605 2.452 1.204 0.15
H 3.764 -1.289 -2.600 0.770 1.220 -2.157 0.01
H 3.346 -1.270 -0.939 -0.301 -2.039 -1.739 0.10
H 5.287 -3.008 -1.018 -1.432 -0.419 -1.892 0.15
H 4.608 -3.257 -2.727 2.107 -1.537 -4.539 0.05
H 4.287 -4.899 -1.154 0.069 -1.663 0.511 0.08
C 2.489 5.834 0.142 0.932 1.137 5.231 -0.08
C 2.273 4.412 0.738 3.058 -0.107 -4.276 -0.22
O 2.515 3.630 -0.454 -5.057 7.955 -3.153 -0.10
H 1.842 6.123 -0.585 -2.305 -0.017 -2.346 0.02
H 3.490 6.093 -0.275 -0.449 -0.595 0.879 0.08
H 2.167 6.560 1.017 1.172 -0.872 -1.526 0.11
H 1.259 4.184 0.917 -0.980 0.172 1.633 0.08
H 3.143 4.000 1.276 -1.075 0.969 1.597 0.12
H 2.905 2.896 -0.334 4.513 -8.515 1.908 -0.13
C -2.066 -2.961 3.346 4.243 -1.281 0.221 -0.25
S -1.571 -4.489 2.652 -1.148 -1.409 -0.550 0.85
O -2.645 -4.926 1.681 0.977 0.475 0.374 -0.54
C -0.210 -3.820 1.727 0.690 -0.598 -1.539 -0.30
H -1.369 -2.805 4.141 -0.039 0.237 1.136 0.06
H -3.024 -2.903 3.517 -5.026 -0.089 1.567 0.01
H -1.829 -2.271 2.648 0.495 2.504 -2.312 -0.04
H -0.472 -3.338 0.737 -0.393 -0.265 2.315 0.02
H 0.221 -4.715 1.284 0.620 -0.356 0.420 0.05
H 0.548 -3.310 2.372 -0.753 -0.257 -0.649 0.09
C -3.213 2.595 0.987 -1.560 2.745 1.674 -0.29
S -2.701 3.068 -0.707 -1.920 -0.193 1.354 0.82
O -4.017 3.122 -1.461 1.719 0.343 0.546 -0.53
C -2.145 4.785 -0.389 -0.809 0.384 1.535 -0.25
H -2.509 2.650 1.793 1.355 0.654 -0.022 0.01
H -3.440 1.583 1.028 -0.772 -1.541 -0.502 -0.06
H -4.117 3.211 1.445 1.575 -1.058 -1.659 0.12
H -2.892 5.552 -0.181 -0.858 -0.654 0.200 0.06
H -1.919 4.980 -1.379 1.439 0.940 -1.921 -0.01
H -1.371 5.037 0.368 0.045 -1.003 -0.788 0.06
C -3.807 -0.506 -2.110 4.112 6.177 -3.548 -0.28
S -4.102 0.008 -0.536 -3.193 0.194 2.377 0.80
O -5.622 0.065 -0.398 1.300 0.162 -0.225 -0.53
C -3.642 -1.440 0.485 -1.377 -0.757 -1.342 -0.21
H -2.717 -0.781 -2.316 -1.198 0.978 0.295 0.07
H -4.279 0.328 -2.929 1.787 -1.902 2.536 0.17
H -4.282 -1.286 -2.338 -4.213 -6.594 -1.497 -0.07
H -3.773 -2.427 0.046 -1.015 0.032 -0.293 0.05
H -4.236 -1.334 1.385 0.319 0.039 0.231 0.07
H -2.608 -1.333 0.471 0.920 -0.195 1.281 -0.07
C 6.397 0.403 0.145 -6.228 -2.116 5.138 -0.28
S 5.453 1.674 -0.556 -3.489 0.208 0.678 0.90
O 4.014 1.484 0.079 2.598 -0.043 -1.201 -0.57
C 6.109 3.021 0.391 0.042 2.003 -4.980 -0.22
H 6.008 -0.491 -0.278 0.179 -0.874 -0.606 0.01
H 6.151 0.185 1.424 0.532 1.188 -3.760 0.19
H 7.343 0.550 0.069 6.195 0.731 -0.849 -0.03
H 6.268 2.574 1.262 0.805 -0.744 4.164 0.00
H 5.383 3.798 0.251 -0.892 0.237 0.846 0.04
H 6.940 3.512 -0.152 0.304 -0.874 0.617 0.09
C -1.049 1.624 4.471 -0.105 -0.870 -2.510 -0.29
S -1.588 0.689 5.936 2.238 -0.284 0.552 0.80
O -0.347 0.486 6.820 -1.620 0.306 -1.285 -0.58
C -2.549 1.996 6.753 4.679 -0.052 1.841 -0.25
H -2.016 1.975 3.920 1.878 -0.562 0.825 0.07
H -0.314 1.039 3.731 -2.147 0.515 1.671 0.07
H -0.387 2.428 4.728 -0.158 0.826 0.653 0.03
H -3.473 1.955 6.311 -2.546 0.219 -0.310 0.01
H -1.978 2.968 6.632 -0.935 -1.010 0.098 0.08
H -2.327 1.612 7.823 -1.322 0.866 -1.525 0.09
C 0.865 0.607 1.031 -2.339 3.822 -3.427 -0.27
S -0.441 -0.555 0.968 -0.858 -0.398 -1.702 0.90
O -1.584 -0.021 0.097 3.300 0.910 0.867 -0.62
C 0.396 -1.722 -0.190 -6.595 4.807 -4.197 -0.22
H 1.672 0.309 1.510 4.198 -2.516 1.717 0.00
H 0.612 1.375 1.746 -0.896 0.698 -0.118 0.03
H 1.158 1.144 0.018 -0.743 -1.324 1.945 0.11
H 0.827 -1.000 -0.955 -1.035 -1.099 0.356 0.06
H -0.483 -2.397 -0.531 2.038 1.350 -0.046 0.07
H 1.152 -2.105 0.222 5.724 -3.811 3.356 -0.04
C -2.063 -4.299 -1.854 -0.792 2.379 -0.012 -0.28
S -3.521 -4.869 -2.762 -2.285 1.139 -0.935 0.90
O -4.696 -3.837 -2.939 3.175 -1.851 0.730 -0.54
C -2.707 -4.848 -4.335 -6.451 1.622 -0.992 -0.27
H -1.525 -5.164 -1.570 0.555 -0.881 0.324 0.04
H -2.568 -3.857 -0.998 0.370 -0.134 0.569 0.01
H -1.395 -3.496 -2.279 -0.830 -0.900 -0.177 0.07
H -2.578 -3.833 -4.581 -0.337 1.632 -0.359 0.05
H -3.287 -5.326 -5.143 -0.285 0.294 0.616 0.08
H -1.833 -5.192 -4.442 6.923 -3.320 0.246 -0.03
C 0.681 -0.552 -4.075 -0.439 -2.456 4.601 -0.31
S 0.281 1.093 -4.650 -0.976 -1.379 -0.775 0.79
O -1.036 0.840 -5.373 1.529 0.663 0.540 -0.55
C -0.266 1.690 -3.072 -0.501 0.497 1.600 -0.31
H 1.514 -0.724 -3.272 -0.788 1.067 -1.885 0.04
H 0.817 -1.280 -4.856 0.036 0.073 -0.532 0.03
H -0.195 -1.017 -3.321 1.492 1.478 -2.397 0.10
H -0.605 2.772 -3.362 0.101 -2.148 1.205 0.09
H 0.355 1.619 -2.089 -0.297 0.592 -2.185 0.07
H -1.017 0.874 -2.865 -0.248 1.682 -0.194 0.03
```
Positions in Å, forces in eV/Å.

**LUMO**: -0.24 eV
**Total charge**: 0
**F_max**: 9.94 eV Å⁻¹
**Energy above the lowest of the compared OMol25 structures with the same formula, charge and spin**: 64.7 kJ/mol

(2)
The following is a quantum chemistry calculation of a 10-piece molecular cluster, C20H60O17 overall in a non-equilibrium geometry, from the Open Molecules 2025 dataset.

```
97
Properties=species:S:1:pos:R:3:forces:R:3:mulliken_spin:R:1
C -4.142 2.338 3.991 0.163 -1.137 1.025 0.00
C -4.799 1.579 2.820 0.272 0.725 0.583 0.00
O -6.218 1.451 2.912 0.117 0.700 -0.544 0.00
H -4.769 3.123 4.414 -0.223 -0.165 -0.127 0.00
H -3.154 2.779 3.863 -0.036 0.107 -0.978 0.00
H -3.882 1.599 4.749 -0.478 0.059 0.567 0.00
H -4.435 0.557 2.712 0.657 0.172 -0.017 0.00
H -4.504 2.203 1.976 -0.810 -0.448 -0.674 0.00
H -6.508 1.187 3.789 0.350 -0.013 0.171 0.00
C -2.125 0.403 0.080 0.627 0.589 -0.833 0.00
C -0.663 1.046 -0.175 -1.502 -0.027 0.691 0.00
O 0.144 0.365 -1.093 0.409 -1.150 -0.346 0.00
H -2.728 0.854 0.867 0.544 0.555 0.238 0.00
H -2.188 -0.661 0.312 0.893 -0.149 -0.040 0.00
H -2.763 0.509 -0.797 0.242 0.130 -0.308 0.00
H -0.128 1.109 0.773 -0.063 -0.121 0.280 0.00
H -0.686 2.063 -0.565 -0.924 0.281 0.417 0.00
H 0.405 0.968 -1.793 -0.157 -0.029 -0.224 0.00
C -1.398 0.951 -5.052 -0.268 0.568 0.757 0.00
C 0.080 1.150 -4.943 1.048 -2.104 -0.633 0.00
O 0.488 2.187 -4.128 0.245 2.038 1.247 0.00
H -1.689 0.073 -5.629 0.139 0.372 -0.414 0.00
H -1.744 1.917 -5.418 -0.719 -0.320 -0.462 0.00
H -1.853 0.812 -4.071 0.098 0.044 0.201 0.00
H 0.519 1.275 -5.933 -0.006 -0.131 -0.186 0.00
H 0.600 0.317 -4.470 -0.282 -0.660 -0.356 0.00
H 0.604 2.983 -4.652 -0.188 0.131 0.050 0.00
C 2.112 4.105 -1.047 -0.728 1.921 0.155 0.00
C 1.442 5.149 -1.982 -0.047 -2.119 0.349 0.00
O 2.339 5.549 -2.982 -0.445 0.872 0.039 0.00
O 3.183 4.726 -0.278 -0.819 -1.440 -0.047 0.00
H 2.434 3.186 -1.536 0.538 0.332 -0.356 0.00
H 1.261 3.783 -0.446 0.045 -0.064 0.876 0.00
H 0.925 5.941 -1.440 1.231 0.816 0.251 0.00
H 0.508 4.689 -2.306 0.074 -0.636 -1.004 0.00
H 2.526 4.803 -3.556 -0.029 -0.083 0.000 0.00
H 3.147 5.673 -0.433 0.014 0.110 -0.102 0.00
C -5.062 -4.028 3.864 2.110 -0.043 0.854 0.00
C -4.872 -2.469 3.978 -1.520 -0.858 -1.531 0.00
O -3.808 -1.954 3.097 -0.581 -0.310 1.557 0.00
O -5.375 -4.475 2.567 -0.554 0.707 -0.632 0.00
H -5.750 -4.498 4.566 -0.526 0.788 0.144 0.00
H -4.114 -4.474 4.163 0.344 -0.013 0.001 0.00
H -4.871 -2.036 4.979 1.306 -0.511 0.165 0.00
H -5.864 -2.105 3.713 0.008 0.488 -0.998 0.00
H -4.082 -1.987 2.178 -0.470 -0.261 0.057 0.00
H -4.720 -5.077 2.206 0.123 0.112 0.307 0.00
C 3.119 -2.942 -4.505 0.769 0.695 1.676 0.00
C 2.345 -3.318 -3.287 0.551 0.117 1.478 0.00
O 1.750 -2.064 -2.853 0.036 -0.080 -0.599 0.00
O 2.155 -2.352 -5.300 -0.053 -0.016 -2.208 0.00
H 3.771 -3.737 -4.866 -0.634 -0.055 -0.686 0.00
H 3.765 -2.145 -4.138 0.722 -0.043 -0.172 0.00
H 3.034 -3.570 -2.480 -0.078 -0.761 0.027 0.00
H 1.640 -4.102 -3.562 -0.325 0.098 0.448 0.00
H 1.025 -2.168 -2.233 -0.208 -0.508 0.278 0.00
H 1.798 -1.770 -4.626 -0.876 0.559 -0.269 0.00
C -1.365 -4.801 -1.622 -2.143 -0.361 2.136 0.00
C -1.406 -3.421 -0.993 0.564 -0.496 -0.942 0.00
O -0.034 -3.113 -0.850 0.745 1.458 0.240 0.00
O -1.102 -5.709 -0.526 0.211 -0.078 -0.671 0.00
H -0.649 -4.930 -2.433 -0.205 0.326 -0.042 0.00
H -2.405 -4.999 -1.882 0.173 -0.581 -0.610 0.00
H -1.854 -3.358 -0.001 -0.436 -0.586 -0.107 0.00
H -1.967 -2.743 -1.637 0.659 0.500 -0.149 0.00
H 0.276 -3.647 -0.114 0.212 0.251 0.104 0.00
H -0.208 -5.519 -0.232 0.178 -0.398 0.048 0.00
C 4.098 1.235 2.086 -0.212 -2.733 -0.035 0.11
C 3.187 2.280 2.836 -1.006 1.116 -0.396 0.12
O 2.058 2.543 2.027 1.044 -0.589 1.474 0.16
O 3.215 0.085 2.152 2.112 1.436 -0.089 0.44
H 5.032 0.978 2.586 -0.398 0.131 0.792 0.01
H 4.424 1.503 1.081 -0.902 0.375 -0.276 -0.01
H 3.830 3.146 2.991 0.148 0.270 -0.273 0.03
H 2.915 1.887 3.815 -0.231 -0.211 -0.343 0.00
H 2.247 3.285 1.448 0.260 0.565 -0.507 0.00
H 2.566 0.242 1.462 -0.793 -0.223 -0.652 -0.01
C 0.050 0.720 4.893 0.633 -0.015 -0.613 0.02
C -0.192 0.009 3.520 -0.920 -0.025 0.275 0.00
O -0.652 -1.331 3.510 0.739 0.596 0.527 0.09
O -1.163 1.095 5.479 -0.447 0.008 0.015 0.02
H 0.608 1.635 4.695 0.198 0.221 -0.641 0.00
H 0.674 0.242 5.648 0.034 -1.012 -0.345 0.00
H 0.676 0.059 2.862 0.774 -0.007 0.275 0.02
H -0.939 0.602 2.992 -0.093 0.391 0.182 0.00
H -1.590 -1.311 3.305 -0.537 -0.296 0.075 0.00
H -0.939 1.883 5.981 -0.521 0.103 0.258 0.00
C 4.172 -0.677 -1.500 -0.499 1.211 0.845 0.00
C 3.684 0.457 -2.401 0.847 -0.753 -0.653 0.00
O 4.799 1.340 -2.573 -0.694 0.241 0.320 0.00
O 5.117 -1.501 -2.099 -0.250 -1.012 -0.533 0.00
H 3.287 -1.174 -1.103 0.129 -0.825 -0.608 0.00
H 4.650 -0.312 -0.591 0.002 0.836 0.253 0.00
H 2.741 0.921 -2.114 0.138 0.360 0.823 0.00
H 3.413 0.037 -3.370 0.173 -0.379 -0.126 0.00
H 4.540 1.975 -3.244 0.273 0.138 -0.138 0.00
H 5.984 -1.089 -2.078 -0.082 0.212 -0.039 0.00
```
Positions in Å, forces in eV/Å.

**LUMO (alpha / beta)**: -2.39 / -9.26 eV
**Expectation value of S²**: 0.755
**Multiplicity**: 2
**Total charge**: +1
**F_max**: 3.05 eV Å⁻¹
**Energy above the lowest of the compared OMol25 structures with the same formula, charge and spin**: 191.1 kJ/mol

- The lowest total charge belongs to which entry?
  C20H60O10S8

- Look up the energy above the lowest of the compared OMol25 structures with the same formula, charge and spin of the second one.
  191.1 kJ/mol